(1)
The following is a quantum chemistry calculation of a structure of composition C13H19F4N4PtS at a distorted geometry, from the OMol25 dataset.

The geometry in XYZ format:
```
42
Properties=species:S:1:pos:R:3:forces:R:3:mulliken_charge:R:1
Pt 0.15986 -0.28243 0.77700 -0.39 -0.70 0.92 0.808
S 0.16123 1.43892 2.28766 -0.27 0.37 0.07 -0.410
F 4.05498 0.52357 -1.73045 -0.02 0.19 0.05 -0.314
F 0.62506 4.66086 -1.07476 0.02 -0.04 0.00 -0.292
F 4.78667 2.95084 -2.40145 -0.01 -0.02 0.01 -0.293
F -0.20472 2.24448 -0.45465 0.23 0.07 -0.13 -0.361
N 1.70758 0.62763 4.30056 0.00 0.03 0.06 -0.387
N 1.47409 -0.01714 -0.60582 0.54 0.76 -0.59 -0.252
N 0.08174 -2.14395 -0.17368 0.20 0.02 -0.25 -0.039
N -0.47618 -0.05944 4.40374 -0.05 0.02 0.08 -0.359
C -1.97678 -1.60537 -1.52644 -0.02 -0.04 0.11 -1.321
C 1.55177 -2.38389 -0.27147 -0.04 -0.35 -0.13 -1.027
C -0.54662 -2.10773 -1.53002 0.01 -0.06 -0.03 -0.413
C 2.21769 -1.22408 -0.96498 0.00 0.17 -0.23 -0.737
C 3.56063 2.79772 -1.89742 0.04 -0.19 -0.07 0.151
C -0.55311 -3.18980 0.68152 -0.18 0.04 0.02 -0.334
C 1.90880 1.25688 -0.98786 -0.30 -0.46 0.40 -0.203
C 3.16381 1.51835 -1.53560 0.44 0.11 -0.12 0.557
C 0.49842 0.57774 3.77152 0.23 0.07 -0.16 0.637
C 1.07526 2.38154 -0.87720 -0.25 0.07 -0.07 0.466
C 2.74219 3.89095 -1.74142 0.07 0.04 -0.01 -0.472
C 1.48867 3.65286 -1.22617 -0.21 -0.11 0.07 0.095
C -1.54222 -2.61678 1.68514 0.03 0.04 -0.10 -1.380
H -0.49770 -3.12066 -1.94220 0.05 0.00 0.00 0.498
H -2.05106 -0.64162 -1.01916 0.01 0.01 -0.04 0.281
H 1.91895 0.26912 5.21985 0.02 -0.04 -0.04 0.210
H 1.78070 -3.32582 -0.78042 -0.16 -0.02 -0.05 0.309
H 1.91460 -2.45827 0.75410 0.00 -0.01 -0.03 0.481
H 3.06317 4.88276 -2.01962 0.01 0.02 -0.01 0.505
H -1.04601 -3.91313 0.03042 -0.03 0.01 -0.03 0.344
H 3.27257 -1.21400 -0.68928 -0.10 0.03 0.13 0.479
H -2.03455 -3.43029 2.21744 0.01 0.01 0.06 0.446
H 2.42363 1.13992 3.81168 0.00 -0.01 0.00 0.231
H 0.06478 -1.46402 -2.15534 0.00 0.07 0.05 0.351
H -0.35813 -0.45232 5.32618 0.00 -0.02 -0.04 0.193
H 2.18243 -1.33172 -2.05500 0.07 -0.09 0.04 0.503
H -1.02572 -1.99992 2.42955 0.01 -0.03 0.04 0.286
H -1.41010 0.01522 4.03493 0.00 0.03 0.02 0.277
H 0.23600 -3.72882 1.20382 0.03 0.06 0.04 0.404
H -2.31077 -1.47008 -2.55352 0.00 -0.02 -0.02 0.417
H -2.66209 -2.30637 -1.04912 0.00 0.00 0.00 0.319
H -2.31399 -2.01649 1.20415 -0.01 -0.03 -0.02 0.346
```
Positions in Å, forces in eV/Å.

As for the HOMO-LUMO gap (alpha / beta): 6.54 / 6.54 eV. The charge is +1. The highest occupied orbital energy (alpha / beta) comes out at -10.5 / -10.5 eV. The calculation puts the largest force on an atom at 1.22 eV/A. As for the total energy: -1642.5080 a.u.

---

(2)
The following is a quantum chemistry calculation of a cluster of 2 separate species, C8H14BN3O4PS2 in total at a distorted geometry, from the OMol25 dataset.

The geometry in XYZ format:
```
33
Properties=species:S:1:pos:R:3:forces:R:3:mulliken_charge:R:1
S -3.45114 1.24477 0.20719 -0.19 0.00 0.06 0.492
S 2.48016 -1.63504 3.04608 -0.15 0.06 -0.13 -0.269
P 1.73584 -1.80621 1.27412 0.75 -0.57 1.44 0.142
O 0.10397 1.03959 2.74519 0.85 0.64 0.19 -0.357
O 1.90909 -3.06122 -1.71108 -0.47 0.93 0.81 -0.472
O 0.93639 -1.59824 -3.31230 -0.20 0.24 1.53 -0.493
O -2.50031 1.70082 -0.85012 0.20 -0.03 0.09 -0.627
N 2.35806 1.26342 1.99479 -1.07 0.57 -1.18 -0.512
N 2.18600 0.66400 -1.96439 -0.33 -1.21 -1.92 0.639
N 2.48706 1.86083 -1.57161 0.15 0.92 -0.18 -1.030
C 2.30466 0.95750 0.60189 0.40 -0.46 0.84 0.263
C 1.18780 1.22411 2.39063 -0.21 -0.93 0.87 0.615
C 1.96259 -0.45047 -1.28682 0.33 -0.36 2.55 0.065
C 2.55441 2.03781 -0.29215 0.13 -0.63 0.89 -0.177
C 0.66907 -3.75198 -1.39969 -0.66 -0.76 -0.10 -0.622
C -2.60587 1.42625 1.78245 -0.22 0.13 -0.03 -0.702
C 2.02096 -0.34825 0.14596 -0.05 0.73 -1.61 0.223
C -4.64618 2.56237 0.46423 0.01 0.11 -0.01 -0.945
B 1.60788 -1.79411 -2.10693 -0.09 -0.63 -1.60 0.604
H 0.87590 -4.77137 -1.05108 0.27 0.37 -0.27 0.236
H -3.29450 1.21280 2.60032 -0.02 -0.02 -0.04 0.429
H 0.33268 -2.04743 1.25353 0.32 0.29 -0.48 0.144
H -4.12613 3.50376 0.64256 0.06 -0.04 -0.02 0.313
H 0.00271 -3.79846 -2.27264 0.39 -0.04 0.14 0.341
H -5.28107 2.31396 1.31478 0.02 -0.06 -0.02 0.358
H -1.79312 0.71274 1.80172 -0.13 -0.12 -0.08 0.076
H 0.10620 -3.25590 -0.59097 0.31 -0.01 -0.24 0.253
H 2.10617 0.56139 -2.97870 0.08 0.29 0.08 0.333
H 0.11165 -1.13849 -3.07639 0.02 0.29 -0.82 0.360
H 2.80151 3.02628 0.09558 -0.07 -0.26 -0.18 0.512
H 2.32154 -2.93867 0.65694 -0.43 0.61 -0.47 0.165
H -2.20705 2.43660 1.87934 -0.03 0.01 -0.07 0.313
H -5.25692 2.64683 -0.43242 0.04 -0.06 -0.01 0.330
```
Positions in Å, forces in eV/Å.

As for the HOMO-LUMO gap: 6.22 eV. The charge is +1. The highest occupied orbital energy comes out at -11.5 eV. The calculation puts the largest force on an atom at 2.59 eV/A. As for the total energy: -1940.7844 a.u.

---

(3)
The following is a quantum chemistry calculation of a cluster of 2 separate species, C6H7NO2 in total at a distorted geometry, from the OMol25 dataset.

The geometry in XYZ format:
```
16
Properties=species:S:1:pos:R:3:forces:R:3:mulliken_charge:R:1
O 3.41371 -0.58188 1.13617 0.39 0.51 1.11 -0.547
O 3.03066 -0.65437 -0.94447 -0.12 0.68 -0.98 -0.535
N 3.08510 -0.01755 0.10313 0.35 -3.81 0.25 0.892
C 2.67369 1.25709 0.14874 -3.09 4.93 -1.28 -0.578
C -0.76246 -0.00640 -0.21879 -0.47 1.52 -1.68 0.296
C -0.74415 -0.97900 -1.42242 2.97 2.48 0.96 -1.202
C -0.98261 1.83401 -0.14337 3.52 0.05 -0.69 -0.641
C -2.00538 0.82904 0.13882 -2.16 -1.23 2.04 -0.087
C 0.11927 1.03975 0.21301 -1.32 0.06 -0.85 0.115
H -2.16649 0.90040 1.24674 -0.30 -0.65 -1.09 0.203
H -1.19157 -1.78006 -1.03809 -1.86 -3.74 1.57 0.428
H -3.02830 0.80498 -0.41060 2.04 -0.03 0.56 0.267
H 2.76783 1.92910 1.02758 0.17 -1.28 -0.51 0.364
H -1.34065 -0.76539 -2.28004 -0.22 1.04 -0.60 0.365
H 0.28602 -1.30050 -1.66587 -0.49 0.53 -0.13 0.264
H 2.45178 1.77551 -0.83587 0.61 -1.05 1.33 0.398
```
Positions in Å, forces in eV/Å.

As for the HOMO-LUMO gap (alpha / beta): 6.96 / 6.90 eV. The highest occupied orbital energy (alpha / beta) comes out at -9.0 / -8.9 eV. The calculation puts the largest force on an atom at 5.96 eV/A. As for the total energy: -437.6370 a.u.

---

(4)
The following is a quantum chemistry calculation of a structure of composition C52H66N6O5PS4ScSeTe at a distorted geometry, from the OMol25 dataset.

The geometry in XYZ format:
```
137
Properties=species:S:1:pos:R:3:forces:R:3:mulliken_charge:R:1
Te -0.14537 -1.14505 3.73738 -0.23 -0.14 0.26 -0.157
Se 2.16733 0.52660 -2.28366 0.22 0.20 -0.13 -0.479
Sc -0.69350 0.29212 0.23128 0.90 0.47 -0.99 -1.284
S -3.76278 1.03004 -1.86773 -0.48 -0.70 -0.17 0.391
S -0.74795 -1.42744 -1.83704 0.17 0.52 0.28 -0.498
S 1.06238 -1.60415 0.40595 -0.16 0.19 0.20 -0.772
S 1.08072 -3.76198 -1.63680 0.08 -0.06 -0.01 -0.388
P -1.81803 -1.69514 2.17981 -0.68 -1.27 0.64 0.533
O -0.27371 2.38840 -0.30362 0.03 0.22 -0.01 0.949
O -1.66374 -3.12289 1.48325 -0.06 0.34 0.14 -0.168
O -2.46549 0.95166 -1.13634 0.54 0.34 0.32 0.279
O -2.10065 -0.80329 0.97611 -0.84 -0.45 0.56 1.249
O -3.28290 -1.76813 2.88203 0.23 0.27 -0.18 -0.242
N 3.51102 -1.26843 -4.04707 0.08 -0.06 0.10 1.439
N -1.56210 3.96536 -1.33665 0.03 -0.15 -0.08 0.938
N -1.70957 1.62305 2.13585 0.01 0.29 -0.27 2.017
N 0.71499 3.80624 -1.76987 0.08 -0.13 -0.11 0.576
N 0.95736 1.35428 1.82126 0.11 0.32 -0.37 1.231
N 4.56014 -1.00766 -2.13286 -0.11 -0.32 -0.23 0.912
C -2.65350 3.87422 -0.39161 0.04 -0.09 0.05 -1.087
C -3.85180 -2.44068 -1.39104 -0.19 0.05 0.20 0.182
C 3.90117 0.28483 -6.50995 -0.20 0.04 0.04 -0.470
C -1.42167 3.63112 3.44973 -0.03 -0.29 -0.20 1.401
C -2.80825 3.67063 3.67061 -0.02 -0.08 -0.07 -1.090
C 5.18640 -2.85119 -5.10697 -0.10 0.04 -0.04 -0.722
C 6.71161 0.93314 -1.10651 -0.14 0.10 -0.09 -0.886
C 5.33669 -1.85851 -2.90250 -0.01 -0.10 -0.19 0.472
C -6.13932 -3.33292 -2.68909 -0.03 -0.02 -0.03 -0.688
C -3.53600 1.99314 -5.21820 0.00 0.00 0.03 -0.489
C 6.41536 -3.44719 -4.86791 0.02 0.00 -0.03 -0.734
C 6.55557 1.45708 -2.53438 0.05 -0.05 0.06 -0.785
C 4.66221 -2.03817 -4.11357 0.17 -0.03 0.14 0.582
C 2.04158 3.65064 -1.20277 0.05 0.01 0.05 -1.221
C -1.66413 4.99075 -2.36123 0.20 0.05 -0.03 -1.126
C 2.26257 1.19508 1.72432 -0.13 -0.23 0.00 0.267
C 2.73869 3.15930 2.99876 0.05 -0.15 -0.12 -1.236
C 0.50231 2.42954 2.50234 0.29 0.04 0.15 -0.815
C 2.87804 -0.85164 -6.44118 0.22 0.04 0.11 -0.774
C 3.41122 1.59519 -5.89960 0.11 -0.10 -0.02 -0.733
C -5.06235 -4.18962 -2.51121 0.04 -0.01 -0.04 -0.542
C -6.06935 -2.02717 -2.22684 0.02 0.09 -0.02 -0.370
C 3.18902 2.06220 2.31295 0.08 0.25 0.13 -0.741
C -3.89229 -0.58441 4.91879 0.03 -0.07 -0.25 -1.033
C 0.80636 4.48510 3.81254 -0.16 0.12 0.12 -1.177
C -3.51949 -1.91056 4.28262 -0.02 0.00 0.30 -0.505
C 3.45082 -0.64993 -2.83407 -0.12 0.20 0.04 -1.142
C 6.56485 -2.45370 -2.66492 -0.01 0.02 0.07 -0.686
C -2.36646 -5.17973 2.55267 0.03 0.20 -0.08 -1.085
C -2.80784 1.12768 -4.40393 0.04 0.05 -0.09 0.186
C -0.77947 4.57403 -3.52140 -0.03 0.10 0.36 0.395
C -4.92988 -1.57457 -1.56682 0.03 -0.20 0.04 0.266
C 0.47907 -2.33504 -1.04484 0.22 -0.10 -0.39 0.888
C -4.86972 -0.18849 -1.00893 0.15 0.19 -0.24 -0.310
C 1.35595 3.37310 3.10153 -0.15 -0.25 -0.14 1.571
C -0.76922 2.01679 -5.33725 0.00 -0.28 -0.28 -0.628
C 2.43850 -1.26344 -5.02576 -0.11 0.02 -0.35 -0.200
C -3.50888 0.18191 -3.47359 0.00 0.38 0.30 -0.997
C -3.60074 2.68499 3.13932 0.00 0.22 0.17 -1.460
C -3.00317 1.67892 2.37596 0.04 -0.21 -0.10 -0.581
C -0.52711 4.60729 3.98703 0.18 0.11 0.05 -1.153
C 7.09910 -3.24285 -3.67213 0.01 -0.05 0.03 -0.877
C -1.41563 1.15589 -4.46322 -0.02 -0.18 0.01 0.122
C -1.50113 2.85946 -6.16131 -0.04 -0.14 -0.16 -0.192
C 5.37798 0.62028 -0.41940 0.15 -0.08 -0.11 0.860
C -0.91688 2.56842 2.67690 -0.19 0.15 0.21 -0.541
C 4.78033 -0.74967 -0.72407 -0.08 0.34 0.21 -0.679
C -2.88774 2.85069 -6.09431 0.06 0.07 -0.03 -0.818
C -1.19782 -4.30226 2.13938 0.08 -0.30 0.14 -0.313
C -0.37772 3.33465 -1.11483 -0.15 0.11 -0.11 -1.151
C 0.64486 4.57064 -3.00548 -0.15 0.08 -0.02 -0.697
C -3.91804 -3.73938 -1.86816 0.02 -0.02 -0.01 -1.514
H -2.96233 -2.10191 -0.87435 -0.10 -0.06 0.02 0.679
H 4.15064 0.44812 -7.56158 0.07 -0.03 0.01 0.418
H -0.84205 0.49188 -3.82595 0.07 -0.03 0.04 -0.074
H -3.46594 3.50742 -6.73212 0.00 -0.01 0.00 0.395
H 4.82231 -0.02590 -6.00999 0.02 0.00 -0.03 0.202
H -0.55843 -4.81250 1.41853 0.01 0.08 -0.01 0.355
H -2.69961 4.77836 0.22597 -0.02 0.01 -0.03 0.395
H 1.32565 4.10898 -3.72704 0.02 -0.02 0.02 0.274
H 7.21849 1.70198 -0.51747 0.09 -0.07 0.00 0.442
H -6.90791 -1.35353 -2.36971 -0.04 -0.03 0.03 0.407
H -3.59900 0.87575 1.95803 0.03 -0.01 -0.06 0.308
H 3.81484 -0.85190 -0.22366 0.00 -0.09 -0.05 -0.741
H 2.73123 3.25147 -1.94606 -0.02 -0.01 0.02 0.424
H -4.66868 2.67459 3.30746 0.00 -0.04 -0.01 0.561
H -5.85090 0.28749 -0.98007 -0.01 -0.02 0.00 0.765
H -4.33785 -2.62640 4.38626 0.06 -0.03 -0.05 0.416
H -3.07409 0.12413 4.78968 0.03 0.02 0.05 0.071
H 4.24602 1.86762 2.21530 0.04 -0.07 -0.03 0.430
H -2.00237 -6.14131 2.91564 0.01 0.00 0.02 0.426
H 2.00563 2.96156 -0.36460 0.02 0.00 -0.02 -0.083
H 2.00110 -2.26466 -5.05656 -0.05 0.03 0.09 0.332
H -2.63085 -2.30916 4.77836 -0.03 -0.05 -0.07 0.438
H -2.50587 3.01461 0.24744 0.00 0.00 0.00 -0.021
H 6.85475 -4.07988 -5.62735 -0.02 0.00 -0.01 0.418
H -5.11324 -5.20636 -2.87927 -0.01 -0.01 0.02 0.415
H 7.52640 1.71518 -2.95987 0.00 0.01 -0.02 0.438
H 5.93478 2.35547 -2.53900 -0.03 -0.01 -0.04 0.252
H 5.51832 0.65153 0.66351 -0.03 0.03 0.06 0.352
H 0.98971 5.59682 -2.82577 0.04 -0.02 -0.02 0.366
H -0.94713 5.43287 4.54824 0.04 0.02 0.00 0.440
H -0.88667 5.24426 -4.37292 0.03 0.01 0.00 0.490
H -4.43320 -0.19839 -0.00893 0.00 0.07 0.03 -0.803
H -2.94515 -4.70097 3.34420 -0.03 -0.04 0.01 0.169
H 7.09443 -2.31082 -1.73294 -0.01 0.01 0.00 0.382
H -0.59037 -4.02852 3.00678 0.04 0.02 -0.08 0.335
H 3.42674 3.84786 3.47387 0.01 0.03 -0.03 0.455
H -7.03749 -3.68745 -3.17853 0.00 0.03 -0.03 0.377
H -3.59786 3.75740 -0.92468 -0.01 0.03 0.01 0.399
H 2.52129 1.95602 -6.42108 -0.03 0.01 0.00 0.281
H 2.40340 4.62680 -0.85844 -0.02 -0.01 -0.01 0.437
H 4.18256 2.36342 -5.97940 -0.03 0.03 0.01 0.446
H 6.09044 0.72011 -3.18846 -0.01 0.05 -0.04 -0.044
H 1.67780 -0.58553 -4.64150 0.05 -0.01 0.07 -0.417
H 1.97886 -0.56504 -6.99326 -0.04 -0.03 0.03 0.507
H 3.29192 -1.71780 -6.96047 -0.05 0.01 -0.06 0.379
H -2.71058 5.07062 -2.65721 0.00 -0.05 0.02 0.501
H -0.99579 3.52340 -6.85187 0.00 0.00 0.01 0.485
H -3.02436 -5.35121 1.70005 -0.01 -0.04 0.01 0.239
H -1.05935 3.56437 -3.83028 -0.01 0.43 0.17 -0.671
H 5.43215 -1.54163 -0.35333 -0.01 -0.01 -0.02 0.666
H 8.06117 -3.71450 -3.52309 -0.01 -0.01 0.02 0.401
H -4.50542 -0.08030 -3.83269 0.00 -0.05 0.01 0.904
H 0.31301 2.02150 -5.36786 0.06 0.00 0.02 0.447
H -1.34352 5.96508 -1.96742 -0.10 0.03 0.00 0.286
H -4.06973 -0.72012 5.98639 -0.03 0.00 0.00 0.446
H -3.06848 -4.39491 -1.72594 0.02 0.00 -0.02 0.575
H 4.66069 -3.01769 -6.03525 0.01 -0.01 0.00 0.348
H 7.35695 0.04967 -1.10646 0.02 0.01 0.08 0.242
H -4.79351 -0.17870 4.45430 -0.02 0.02 0.04 0.279
H 4.65093 1.39080 -0.68873 -0.06 0.00 0.08 -0.484
H -2.92552 -0.71720 -3.27000 -0.06 -0.03 0.03 0.206
H 3.16644 1.47213 -4.84322 -0.06 0.04 0.02 -0.084
H -4.62019 1.98927 -5.18360 0.01 -0.05 0.03 0.466
H 2.59137 0.32156 1.17490 -0.02 0.02 -0.07 -0.563
H 1.49200 5.21741 4.22090 -0.02 0.00 0.04 0.453
H -3.22662 4.46853 4.27211 -0.03 0.01 -0.02 0.492
```
Positions in Å, forces in eV/Å.

As for the HOMO-LUMO gap: 5.80 eV. The highest occupied orbital energy comes out at -6.2 eV. The calculation puts the largest force on an atom at 1.58 eV/A. As for the total energy: -8090.4792 a.u.